# 1
A molecular structure, C42H35FeN6O2PS, computed with ωB97M-V/def2-TZVPD.

Cartesian coordinates (Å):
Fe 0.44005 0.07728 0.28673
C 3.27212 2.10525 -5.05101
C 3.11867 1.61311 -3.63995
C 3.66550 0.39177 -3.25063
C 3.47211 -0.09849 -1.97517
C 2.72193 0.62212 -1.05322
N 2.39239 0.21182 0.25091
C 3.35824 -0.27626 1.09650
C 4.73257 -0.19311 0.79261
C 5.69801 -0.67261 1.65136
C 5.36670 -1.24501 2.87925
C 6.42267 -1.72899 3.83075
C 4.02047 -1.29404 3.21825
C 3.04304 -0.81901 2.36315
N 1.69048 -0.92788 2.77855
C 1.06575 -1.96133 3.37669
C -0.27567 -1.66414 3.44089
C -0.37190 -0.40740 2.82963
N 0.81857 0.04574 2.43228
C 2.16090 1.84222 -1.44902
C 2.36427 2.33500 -2.72239
N 1.39304 2.60505 -0.51695
C 1.35381 3.94920 -0.40003
C 0.52827 4.26120 0.64886
C 0.09398 3.02113 1.13496
N 0.61564 2.03068 0.43658
H 4.24325 1.83322 -5.46271
H 3.16343 3.18720 -5.11154
H 2.50533 1.65447 -5.68459
H 4.22286 -0.19337 -3.97060
H 3.86642 -1.06618 -1.69132
H 5.03180 0.27462 -0.13344
H 6.74061 -0.58583 1.37107
H 7.34079 -1.98287 3.30341
H 6.09132 -2.60944 4.38067
H 6.66466 -0.95627 4.56322
H 3.72357 -1.68627 4.18399
H 1.61990 -2.82048 3.71888
H -1.06560 -2.27614 3.83786
H -1.21750 0.25617 2.76301
H 1.89679 3.26510 -3.02081
H 1.94747 4.57242 -1.04676
H 0.28397 5.23941 1.02189
H -0.56660 2.80676 1.95906
O 0.41205 -0.66213 -3.35072
C -0.39943 -0.18235 -2.58617
O -0.16969 0.50344 -1.51038
C -1.89223 -0.32687 -2.79659
C -2.38745 -0.52701 -4.07939
C -3.75247 -0.58322 -4.30306
C -4.63217 -0.44978 -3.23582
C -4.14196 -0.28956 -1.94986
C -2.76864 -0.24067 -1.71067
P -2.20486 -0.04185 0.03720
C -3.24399 -1.26562 0.93035
C -3.51828 -1.15046 2.29600
C -4.19982 -2.14451 2.98272
C -4.60934 -3.29344 2.32211
C -4.33154 -3.43533 0.97157
C -3.65935 -2.43338 0.28640
C -2.94806 1.60723 0.36002
C -3.97346 1.87834 1.25934
C -4.48476 3.16673 1.38121
C -3.99204 4.19192 0.59153
C -2.98622 3.92387 -0.32956
C -2.46811 2.64603 -0.44448
H -1.67780 -0.61667 -4.89167
H -4.13496 -0.72001 -5.30604
H -5.70100 -0.47358 -3.40363
H -4.83920 -0.20232 -1.12477
H -3.21276 -0.27358 2.85010
H -4.41397 -2.01392 4.03580
H -5.14739 -4.06653 2.85447
H -4.64869 -4.32441 0.44204
H -3.47147 -2.56302 -0.77131
H -4.41425 1.09414 1.85733
H -5.28329 3.35602 2.08663
H -4.39962 5.19035 0.68036
H -2.60479 4.71269 -0.96536
H -1.68686 2.44575 -1.16911
S 1.07444 -4.42148 0.13314
C -0.36644 -3.99900 -0.66935
C -0.46695 -2.65467 -0.74680
N 0.57030 -1.94530 -0.16678
C 1.44368 -2.79185 0.33072
H -1.04759 -4.73719 -1.05726
H -1.24813 -2.13365 -1.26864
H 2.37445 -2.48894 0.77749

Forces on the atoms, in the same order (eV/Å):
-0.04 0.03 0.37
0.00 -0.01 0.02
0.04 -0.02 -0.12
-0.07 0.05 0.00
0.08 -0.12 0.03
0.01 0.52 0.53
0.38 -1.05 -0.58
-0.13 0.56 -0.40
0.28 -0.01 0.07
0.03 0.07 -0.19
0.11 -0.02 0.04
-0.01 -0.04 -0.05
-0.19 0.00 -0.03
-0.31 -0.24 0.50
0.14 0.17 -0.42
0.04 -0.13 0.21
0.12 0.01 -0.08
0.17 0.24 0.56
-0.53 -0.50 -0.24
-0.23 0.22 0.00
0.02 -0.07 0.07
-0.05 -0.12 0.07
0.13 0.14 -0.06
0.05 0.00 0.02
0.11 -0.06 0.14
-0.23 0.44 -0.29
0.00 -0.01 0.01
-0.01 0.00 0.00
0.00 0.00 0.00
0.00 -0.01 0.01
-0.01 0.00 -0.04
0.02 0.03 0.04
-0.01 0.00 0.00
-0.01 0.02 -0.01
-0.03 0.02 0.00
-0.02 0.02 -0.01
-0.01 0.02 -0.02
-0.04 -0.01 -0.03
-0.01 0.02 0.05
-0.03 -0.11 -0.17
0.00 -0.01 0.01
-0.02 0.01 0.01
0.00 -0.01 -0.01
-0.04 0.01 -0.03
0.15 -0.05 -0.08
-0.42 0.10 0.36
0.61 0.08 -0.59
0.08 -0.06 -0.10
-0.02 0.01 -0.01
0.00 0.00 0.00
0.02 0.00 0.02
-0.03 0.00 -0.05
-0.06 -0.02 0.06
0.24 0.30 0.24
-0.08 -0.03 -0.03
0.05 0.00 0.03
0.01 -0.02 -0.03
-0.01 0.01 0.03
0.02 0.03 0.00
0.01 -0.03 0.00
-0.11 -0.04 -0.16
-0.04 0.03 0.06
0.03 -0.03 -0.01
0.01 -0.01 -0.01
-0.02 0.00 0.01
0.00 0.01 0.01
0.00 0.00 0.00
0.01 0.00 0.00
0.00 0.00 0.00
0.01 0.00 0.01
0.00 0.02 -0.01
-0.01 -0.01 0.00
0.01 0.00 0.00
0.00 0.00 0.00
-0.03 0.00 0.00
0.01 -0.01 -0.03
0.00 0.01 -0.01
0.01 0.00 0.00
-0.01 0.01 0.00
-0.01 -0.03 0.00
0.04 -0.31 -0.02
-0.05 -0.02 -0.06
0.26 0.14 -0.04
-0.47 -0.53 0.58
0.10 0.42 -0.30
0.01 0.00 0.00
-0.05 -0.01 0.05
-0.01 -0.01 0.10

Output
total charge	+1
HOMO-LUMO gap (alpha / beta)	8.3 / 5.8	eV
E_HOMO (alpha / beta)	-10.47 / -10.40	eV
multiplicity	2

# 2
A molecular structure, C42H36BrF10N4O7PS3Sn, computed with ωB97M-V/def2-TZVPD.

Cartesian coordinates (Å):
Sn 11.72801 10.45892 12.27329
C 15.97892 16.65868 19.88687
O 15.46470 15.36319 20.39981
C 15.86819 14.15200 19.97049
C 15.17193 13.03844 20.57621
C 15.24074 11.74945 20.12085
C 16.02078 11.57700 18.95653
C 16.96960 12.52910 18.59928
C 16.91290 13.83093 19.09823
N 15.74646 10.61386 18.06389
N 14.59050 10.02122 18.22124
C 13.91679 9.50830 17.15076
C 12.56736 9.16743 17.41005
C 11.58541 9.04506 16.43654
C 11.91802 9.22013 15.01268
O 11.09046 9.14764 14.00410
C 13.31706 9.58224 14.76082
N 13.65882 10.08079 13.50516
C 14.97835 10.36534 13.26160
C 15.97237 9.99165 14.10158
C 15.66986 9.71302 15.44518
C 14.32410 9.54727 15.79976
H 15.54764 17.34412 20.61852
H 15.58251 16.82317 18.85841
H 17.06260 16.65436 19.87572
H 14.46348 13.34613 21.31339
H 14.65695 10.91350 20.50102
H 17.68973 12.24739 17.87139
H 17.61031 14.55997 18.69321
H 12.37387 9.01993 18.47687
H 10.55304 8.81158 16.66317
H 15.18111 10.97960 12.40430
H 16.99923 10.13542 13.80571
H 16.43764 9.54957 16.21743
F 15.66878 7.02846 9.68890
C 14.74578 7.16606 10.64967
F 15.21790 7.84986 11.81652
F 14.36642 5.97089 11.05740
S 13.32556 8.24640 9.96703
O 12.45221 8.56038 11.11801
O 12.77572 7.41832 8.91938
N 14.21021 9.48043 9.40550
S 13.61730 10.97402 9.39434
O 14.55979 11.90973 9.98006
O 12.20068 11.05836 9.72976
C 13.68573 11.27615 7.51995
F 13.45739 12.63745 7.37260
F 14.86257 10.96272 7.05749
F 12.71940 10.58072 6.88162
F 7.79822 19.00031 10.97323
C 8.69969 18.16539 11.55785
C 8.86969 18.02312 12.91561
F 8.33250 18.91146 13.78656
C 9.71401 17.02873 13.42419
F 9.99489 17.12611 14.74136
C 10.28303 16.01019 12.62812
P 11.14292 14.48799 13.01642
C 10.72196 14.25459 14.78034
C 9.40501 14.48940 15.24878
C 9.07973 14.17223 16.56250
C 9.94866 13.47210 17.38690
C 11.22475 13.14337 16.88330
C 11.65348 13.58254 15.59524
C 12.78083 15.12998 13.21924
C 13.11945 16.14616 14.13019
C 14.41030 16.41392 14.51457
C 15.45214 15.61429 14.06597
C 15.16093 14.60027 13.11458
C 13.83945 14.46764 12.58605
C 10.16816 16.29892 11.22358
Br 11.19810 15.26689 9.96237
C 9.40375 17.29890 10.70437
F 9.26126 17.40131 9.35833
H 8.65965 15.00400 14.64704
H 8.04905 14.39022 16.87389
H 9.59241 13.18839 18.35147
H 11.91567 12.59342 17.50104
H 12.71033 13.41189 15.37767
H 12.30715 16.78982 14.56711
H 14.62450 17.30686 15.17254
H 16.45981 15.87639 14.36958
H 15.93373 13.90755 12.78434
H 13.69278 13.84579 11.70686
C 8.87538 6.99153 8.87645
C 8.44334 8.43600 9.07489
C 7.59568 8.45592 10.37187
S 7.95842 9.97891 11.35352
O 9.38198 9.73761 11.88221
C 8.13296 11.27748 10.08086
C 7.30348 12.47471 10.42609
C 7.37602 13.61925 9.39645
H 9.35733 6.84571 7.89457
H 7.98471 6.35603 8.84460
H 9.61279 6.61093 9.64612
H 7.83702 8.89800 8.26026
H 9.36061 9.08161 9.16133
H 7.85184 7.63000 11.07160
H 6.49871 8.56555 10.22531
H 7.86563 10.84229 9.11571
H 9.23150 11.51215 9.99081
H 7.71027 12.84910 11.36998
H 6.19679 12.25099 10.51478
H 8.34281 14.14032 9.52208
H 6.61854 14.37667 9.50894
H 7.30524 13.22060 8.34093

Forces on the atoms, in the same order (eV/Å):
-1.72 0.33 -1.58
-0.64 -0.76 -0.38
0.89 -2.05 -1.09
-0.82 1.17 1.34
-0.77 -0.33 -0.07
-0.73 1.83 0.67
-1.37 -2.31 -0.10
0.74 2.44 0.35
0.88 -0.93 -1.67
0.83 0.44 -0.72
-1.57 -0.79 -0.33
1.43 1.13 1.65
-2.21 -0.83 0.00
0.98 -0.10 0.36
-1.69 0.17 -2.05
2.63 0.02 3.77
2.76 1.09 -1.12
1.13 -1.29 2.63
-2.59 0.10 -0.30
1.05 0.21 2.12
0.02 -0.86 -0.95
-0.07 0.74 -2.36
0.32 0.09 -0.38
0.18 -0.13 0.84
0.10 0.07 0.18
-0.25 -0.13 0.69
0.08 0.43 0.08
0.53 0.00 -0.62
-0.19 -0.02 0.23
-0.46 0.12 -0.43
0.08 0.00 0.19
-0.02 -0.25 -0.73
0.10 -0.07 -0.11
-0.40 0.27 -0.81
-0.67 0.49 1.46
0.34 1.04 0.87
-0.20 -1.09 -2.18
-0.18 0.56 -0.24
1.22 -0.65 -2.06
0.06 0.32 0.32
0.11 0.89 1.31
-1.41 -0.43 1.47
1.23 -0.32 -1.59
-1.07 -0.75 -0.07
0.31 0.08 0.48
-1.30 1.39 0.49
0.24 -1.93 -0.08
0.08 0.04 -0.16
0.98 0.76 0.73
1.18 -0.58 1.12
-1.01 -0.08 -1.61
0.10 0.95 0.83
0.27 -0.78 -0.80
0.44 -0.65 -0.14
-0.34 -0.19 -0.41
-1.08 2.41 -1.48
-0.62 -0.21 0.41
-0.30 -0.48 0.05
1.15 -0.11 0.42
-0.94 -0.18 -0.51
0.84 0.00 -1.28
-0.49 0.85 -0.58
-1.21 -0.29 1.76
2.16 0.43 0.00
-1.73 0.69 0.52
0.55 1.20 0.61
-0.42 -0.80 -1.02
-0.60 0.77 0.18
1.32 -0.09 1.16
0.75 -1.33 0.63
-0.48 0.27 0.40
-0.60 0.44 -0.81
0.02 0.24 1.32
0.23 -0.25 -0.06
0.58 -0.03 0.14
0.16 -0.26 0.58
0.19 -0.09 0.20
-0.38 0.13 -0.54
0.82 -0.89 -0.45
-0.30 -1.18 -0.77
0.04 -0.46 -0.02
-0.01 0.44 -0.25
-0.17 -0.31 0.30
0.59 -0.66 -0.92
0.25 0.35 0.59
0.25 1.59 0.19
0.67 -0.38 0.20
0.38 0.21 0.05
0.80 -0.60 -0.93
-1.47 1.09 0.03
1.30 -0.66 -0.95
-0.06 0.13 0.38
0.20 -0.13 0.25
-1.00 0.63 -0.65
0.49 -0.83 0.31
-0.80 -0.55 0.16
-0.34 0.59 -0.44
0.63 -0.55 -0.10
-0.16 0.10 0.06
-0.97 -0.22 0.35
-0.55 0.09 0.21
1.31 -0.24 0.33
-0.28 -0.24 -0.39
-0.46 0.03 0.26
0.12 0.46 1.07

Output
total charge	+2
HOMO-LUMO gap (alpha / beta)	3.4 / 3.3	eV
E_HOMO (alpha / beta)	-12.55 / -12.56	eV
multiplicity	1

Asked for maximum force across the records above, the calculation gives 1.3 4.6 eV Å⁻¹ in order.
Asked for ΔE to the lowest compared entry with this formula, charge and spin across the records above, the calculation gives 0.0 28.0 kcal/mol in order.